[1]
Entry from the OMol25 dataset: a 2-piece molecular cluster, C22H25Cl2N2O overall at a distorted geometry (ωB97M-V with the def2-TZVPD basis set).

Output
**LUMO**: -5.55 eV
**HOMO-LUMO gap**: 0.20522 hartree
**Net charge**: +1
**Energy**: -53285.14508 eV
**Multiplicity**: 1
**ΔE to the lowest compared entry with this formula, charge and spin**: 0.0 kcal per mole

Geometry as XYZ:
```
52
C22H25Cl2N2O (ωB97M-V with the def2-TZVPD basis set)
Cl -6.548 1.133 0.813
Cl 6.464 0.950 0.718
O -2.843 -4.011 3.388
N -2.037 -1.986 5.025
N -1.670 -5.619 4.429
C -2.571 -0.625 2.074
C -2.268 -3.601 6.765
C -2.698 0.769 1.813
C 3.510 -1.602 1.536
C -3.741 -1.411 2.009
C 2.386 -0.751 1.709
C -4.948 -0.894 1.578
C -0.811 -6.195 5.454
C 4.922 0.297 1.059
C 2.577 0.651 1.536
C -2.467 -1.212 6.177
C 4.762 -1.089 1.224
C 3.828 1.166 1.216
C -1.649 -3.321 5.376
C -2.133 -6.569 3.436
C -3.915 1.303 1.397
C -1.297 -1.239 2.333
C -2.097 -4.331 4.312
C -2.864 -2.256 7.239
C -0.065 -0.614 2.092
C -5.043 0.475 1.286
C 1.119 -1.325 2.027
H -1.826 1.418 1.942
H -1.483 -3.952 7.438
H 1.076 -2.405 2.197
H -2.500 -1.981 8.232
H 3.367 -2.675 1.632
H -4.003 2.360 1.168
H -2.879 -7.247 3.872
H -1.288 -7.183 3.098
H -3.326 -0.566 5.933
H -0.545 -3.414 5.396
H 3.965 2.238 1.092
H -1.295 -2.311 2.522
H 1.728 1.326 1.645
H -3.046 -4.369 6.707
H -2.584 -6.034 2.597
H -1.403 -6.747 6.203
H -5.820 -1.535 1.483
H -0.212 -5.431 5.966
H -0.144 -6.914 4.960
H -3.673 -2.454 2.312
H -1.455 -1.485 4.368
H -1.669 -0.554 6.566
H -0.040 0.458 1.889
H -3.956 -2.345 7.275
H 5.620 -1.741 1.107
```

=====

[2]
Entry from the OMol25 dataset: C21H56AsF6O21S7 as an isolated structure at a distorted geometry (ωB97M-V with the def2-TZVPD basis set).

Output
**LUMO**: 1.45 eV
**HOMO-LUMO gap**: 0.37798 hartree
**Net charge**: -1
**Energy**: -218676.68279 eV
**Multiplicity**: 1
**ΔE to the lowest compared entry with this formula, charge and spin**: 47.5 kcal per mole

Geometry as XYZ:
```
112
C21H56AsF6O21S7 (ωB97M-V with the def2-TZVPD basis set)
As -0.666 -0.611 0.347
S -3.649 3.528 -2.819
S 1.750 4.556 0.166
S 3.733 -4.416 -0.157
S -2.940 -4.888 -0.316
S -0.319 -4.025 4.345
S -2.990 3.374 3.323
S 4.316 1.450 -3.492
F -0.718 -0.077 1.999
F -0.966 1.055 -0.164
F 1.057 -0.430 0.249
F -0.644 -0.936 -1.390
F -0.456 -2.294 0.762
F -2.410 -0.790 0.358
O -3.176 -4.238 0.958
O -4.460 -5.015 -0.986
O 4.595 -3.363 -1.076
O 4.612 0.353 -4.372
O -3.949 4.932 -2.600
O 3.827 -5.715 -0.772
O -1.525 2.711 3.647
O 4.166 -4.302 1.214
O -0.619 -5.421 4.372
O 0.164 -3.358 5.531
O 0.544 5.325 0.415
O -2.971 4.797 3.498
O 0.723 -3.780 3.128
O -3.889 2.543 4.093
O 4.702 1.492 -2.115
O 2.690 1.681 -3.540
O -3.973 2.860 -4.062
O -2.274 -6.142 -0.411
O 1.662 3.066 0.855
O 3.048 5.109 0.509
O -4.332 2.671 -1.664
C -4.156 1.246 -1.683
C -0.366 3.372 3.138
C -1.776 -3.117 3.727
C -6.589 -4.245 -1.586
C 2.033 -3.803 -0.364
C 2.805 -2.729 3.883
C 1.897 0.558 -3.109
C -5.325 -3.912 -0.786
C -1.866 3.274 -2.502
C 4.602 -2.018 -0.665
C 0.611 0.560 -3.925
C 0.127 4.375 4.154
C 5.766 -1.345 -1.363
C 2.871 2.312 0.850
C 1.767 4.085 -1.574
C 1.474 -2.533 3.197
C 3.449 2.254 2.261
C 4.703 2.956 -4.437
C -2.234 -3.716 -1.529
C -5.191 0.629 -0.755
C -3.192 2.911 1.559
H 2.718 3.582 -1.710
H -6.101 0.439 -1.333
H -6.309 -4.732 -2.522
H 3.465 -3.440 3.390
H -3.070 1.833 1.534
H 2.487 -0.361 -3.151
H 4.795 -1.860 0.403
H 6.064 -0.370 -0.978
H -1.779 -2.114 4.146
H 0.047 3.994 5.172
H -1.318 3.989 -3.110
H 2.616 1.317 0.483
H 0.892 -1.791 3.747
H 0.319 1.581 -4.185
H 0.458 2.668 3.037
H 1.544 -2.165 2.177
H 3.672 2.705 0.219
H 4.214 3.723 -3.842
H -5.589 -3.781 0.265
H -7.182 -3.356 -1.792
H -1.236 -3.411 -1.227
H -1.640 2.248 -2.772
H -4.913 -0.394 -0.495
H -2.186 -4.250 -2.474
H 4.284 2.868 -5.433
H -3.140 1.004 -1.357
H -0.217 0.151 -3.345
H -4.906 -2.953 -1.104
H 0.889 3.471 -1.756
H -5.423 1.219 0.126
H 2.644 -3.098 4.895
H 2.711 1.821 2.942
H 6.707 -1.904 -1.370
H -2.879 -2.844 -1.546
H 1.656 5.030 -2.101
H 4.357 1.657 2.312
H 1.987 -2.718 -0.406
H -2.689 -3.667 3.923
H 3.688 -1.461 -0.898
H 1.619 -4.316 -1.229
H 3.264 -1.737 3.856
H 0.600 0.042 -4.885
H -4.164 3.305 1.273
H -1.696 3.481 -1.447
H -0.606 3.866 2.197
H -0.499 5.272 4.114
H -4.210 0.866 -2.704
H -1.585 -3.048 2.659
H 5.600 -1.199 -2.435
H -2.425 3.430 0.987
H 1.136 4.756 3.984
H 5.786 3.005 -4.513
H 1.678 0.669 -2.043
H 3.570 3.283 2.601
H 1.417 -4.119 0.479
H -7.193 -4.999 -1.079
```

=====

[3]
Entry from the OMol25 dataset: C19H31NNaO7SSi as an isolated structure at a distorted geometry (ωB97M-V with the def2-TZVPD basis set).

Output
**LUMO**: 2.24 eV
**HOMO-LUMO gap**: 0.26571 hartree
**Net charge**: -1
**Energy**: -59165.53681 eV
**Multiplicity**: 1

Geometry as XYZ:
```
61
C19H31NNaO7SSi (ωB97M-V with the def2-TZVPD basis set)
S 1.335 -2.238 0.133
Si -0.599 -1.559 0.224
Na 2.322 0.216 0.075
O 4.483 0.554 0.143
O -1.617 -2.146 -0.948
O 7.121 6.154 0.139
O 5.478 7.541 0.068
O -0.560 0.100 0.167
O -1.410 -1.878 1.618
O 2.327 2.209 -0.111
N 5.919 6.397 0.087
C 5.458 4.009 0.084
C -0.545 -1.346 -3.010
C -1.603 1.068 0.310
C -2.809 -2.386 -2.963
C 2.724 4.530 -0.101
C 3.148 3.150 -0.060
C -0.980 2.402 -0.095
C 5.117 1.598 0.128
C -3.407 -3.199 1.660
C -2.792 0.761 -0.607
C 3.605 5.560 -0.051
C -1.416 -2.409 -2.335
C -2.092 1.165 1.759
C -1.962 -3.073 2.152
C -1.168 -4.315 1.750
C -0.786 -3.792 -2.507
C 4.997 5.309 0.036
C 4.581 2.934 0.042
C -1.935 -2.912 3.672
H -0.600 -4.008 -3.561
H -0.116 -4.186 2.004
H -4.003 -2.357 2.022
H 6.225 1.552 0.190
H -1.228 -4.466 0.670
H -3.245 -1.389 -2.867
H -0.542 2.317 -1.090
H -2.473 -2.007 3.958
H -1.240 1.291 2.430
H -3.856 -4.130 2.013
H -2.489 0.809 -1.655
H 0.477 -1.414 -2.637
H -0.928 -0.347 -2.791
H -2.398 -3.772 4.160
H -3.182 -0.236 -0.404
H -1.735 3.191 -0.094
H -3.460 -3.098 -2.452
H -0.542 -1.496 -4.092
H -0.178 2.666 0.595
H -0.902 -2.821 4.010
H 0.159 -3.815 -1.963
H -1.448 -4.560 -2.099
H -3.583 1.495 -0.441
H 6.524 3.832 0.162
H -2.757 -2.649 -4.021
H -3.411 -3.183 0.570
H -2.760 2.022 1.867
H -1.562 -5.197 2.258
H -2.615 0.257 2.047
H 3.279 6.591 -0.074
H 1.658 4.706 -0.171
```